The following is a quantum chemistry calculation of 10 unconnected molecules or ions with the total composition C42H49Br3F12N3O27S in a non-equilibrium geometry, from the OMol25 dataset.

Geometry as XYZ:
```
137
Properties=species:S:1:pos:R:3:forces:R:3:lowdin_charge:R:1
C 0.630 -0.609 4.202 -0.307 -0.098 -0.176 0.10
C 1.817 -0.688 3.615 -0.455 0.104 0.671 -0.15
N 2.000 -0.156 2.298 0.117 -1.105 -0.955 0.01
C 1.967 -0.825 1.081 -0.503 -1.697 1.109 -0.14
C 1.743 -2.301 1.078 0.270 0.024 0.481 -0.08
C 2.996 -3.037 1.597 -0.432 -0.406 0.369 -0.16
C 2.678 -4.355 2.340 0.436 0.203 0.163 -0.26
N 3.674 -4.690 3.360 0.166 0.264 -0.338 0.01
C 2.149 0.068 0.122 0.361 1.238 -1.459 -0.11
C 2.164 -0.133 -1.372 0.357 0.538 0.443 -0.07
C 2.873 -1.388 -1.886 -0.016 0.402 -0.105 -0.19
C 4.381 -1.471 -1.673 -0.509 -0.612 -0.766 -0.77
F 4.766 -1.393 -0.388 0.105 0.413 0.377 0.00
Br 4.850 -3.289 -2.272 0.032 0.014 -0.033 0.92
C 5.220 -0.484 -2.534 0.770 -0.479 0.415 -0.93
F 4.690 -0.315 -3.736 -0.445 0.159 -0.223 0.08
F 6.450 -0.985 -2.721 0.239 0.064 0.024 0.00
Br 5.511 1.228 -1.672 -0.198 0.135 0.022 0.93
N 2.314 1.326 0.740 -0.018 -0.571 -0.853 0.05
C 2.560 2.561 -0.039 -0.889 -0.192 -0.099 -0.19
C 1.937 3.859 0.495 1.686 0.648 0.386 -0.69
C 3.024 4.760 1.153 -0.226 -0.209 0.183 -0.16
Br 1.283 4.857 -1.052 -0.308 -0.227 0.033 0.79
C 2.235 1.129 2.041 0.537 0.867 1.693 -0.53
S 2.386 2.319 3.328 -0.424 0.582 -0.029 0.95
H 0.558 -0.484 5.269 0.065 -1.128 0.278 0.06
H -0.303 -0.697 3.657 -0.020 1.144 -0.257 0.09
H 2.633 -1.146 4.158 0.635 0.866 -0.143 0.13
H 0.954 -2.488 1.809 -0.170 -0.060 -0.061 0.12
H 1.379 -2.664 0.124 0.004 -0.004 -0.124 0.11
H 3.733 -3.243 0.828 0.025 0.169 -0.181 0.09
H 3.474 -2.390 2.334 0.176 0.094 -0.024 0.10
H 1.705 -4.285 2.828 -0.131 -0.073 -0.074 0.11
H 2.672 -5.183 1.633 -0.281 -0.055 -0.082 0.11
H 3.709 -3.950 4.056 -0.141 -0.078 0.112 0.06
H 4.582 -4.656 2.899 -0.153 -0.275 0.288 0.02
H 2.658 0.725 -1.822 -0.024 0.047 -0.110 0.08
H 1.135 -0.093 -1.723 -0.084 -0.265 -0.223 0.14
H 2.425 -2.306 -1.531 -0.030 -0.044 0.142 0.07
H 2.737 -1.399 -2.964 -0.110 -0.132 -0.102 0.12
H 2.097 2.369 -0.998 -0.031 -0.128 -0.067 0.08
H 3.622 2.639 -0.224 0.186 0.196 0.186 0.06
H 1.137 3.695 1.206 -0.443 -0.078 -0.378 0.04
H 3.067 5.738 0.694 0.010 0.114 -0.055 0.04
H 4.009 4.308 1.089 0.121 -0.051 -0.155 0.07
H 2.835 4.892 2.212 -0.176 0.102 0.142 0.04
H 3.599 2.048 3.851 -0.031 -0.423 -0.436 -0.08
C -3.195 5.057 -0.902 0.025 -0.042 -0.362 -0.03
C -3.357 6.094 0.182 -0.404 -0.134 -0.001 -0.30
O -2.858 5.418 1.329 0.394 0.075 -0.223 0.14
C -1.939 4.521 0.888 -0.027 -0.110 -0.024 -0.56
O -1.144 3.973 1.583 0.017 -0.080 0.080 0.14
O -2.040 4.337 -0.444 -0.143 0.077 0.166 0.03
F -4.654 6.408 0.375 0.023 0.066 0.178 0.09
H -4.049 4.382 -0.955 -0.090 0.107 0.142 0.15
H -3.023 5.489 -1.884 0.228 -0.076 0.026 0.15
H -2.782 7.008 0.023 -0.090 0.058 0.060 0.18
C 1.668 -6.952 -3.166 -0.068 -0.192 -0.296 -0.03
C 1.288 -6.709 -1.728 0.312 -0.213 0.326 -0.30
O 1.368 -5.292 -1.622 -0.335 -0.024 -0.299 0.11
C 1.100 -4.796 -2.863 0.068 0.088 -0.116 -0.57
O 0.829 -3.659 -3.079 0.050 0.118 0.086 0.15
O 1.181 -5.760 -3.802 0.060 0.017 0.281 0.09
F 2.180 -7.265 -0.874 -0.027 0.122 0.007 0.08
H 2.749 -7.020 -3.296 0.019 0.058 0.153 0.14
H 1.202 -7.839 -3.585 -0.164 0.160 -0.111 0.15
H 0.283 -7.037 -1.467 0.065 -0.104 0.088 0.15
C 6.132 2.501 -5.385 0.028 -0.377 0.199 -0.07
C 6.762 3.868 -5.486 0.031 0.023 -0.438 -0.31
O 5.689 4.663 -5.959 -0.065 -0.153 0.444 0.14
C 4.535 4.087 -5.510 -0.142 0.052 -0.125 -0.54
O 3.478 4.614 -5.492 -0.041 -0.003 -0.023 0.19
O 4.773 2.820 -5.074 0.189 0.148 -0.022 0.05
F 7.769 3.892 -6.390 -0.032 0.064 0.037 0.08
H 6.173 1.961 -6.331 0.092 0.153 -0.083 0.15
H 6.576 1.887 -4.605 -0.174 0.031 0.100 0.11
H 7.122 4.274 -4.538 0.113 0.027 -0.057 0.17
C -0.507 -0.185 9.118 0.204 0.282 0.135 -0.05
C -1.176 -1.463 9.562 -0.368 0.074 -0.110 -0.31
O -1.122 -2.258 8.388 0.402 0.054 0.176 0.14
C -0.031 -1.858 7.684 -0.042 -0.117 -0.061 -0.56
O 0.460 -2.468 6.794 -0.006 0.069 -0.091 0.17
O 0.427 -0.664 8.141 -0.186 -0.101 0.053 0.06
F -2.468 -1.261 9.903 0.030 -0.067 -0.036 0.09
H -1.212 0.499 8.644 -0.132 -0.120 0.025 0.15
H 0.004 0.333 9.926 0.195 -0.072 -0.101 0.14
H -0.667 -1.984 10.375 -0.105 -0.020 0.048 0.18
C -3.154 -5.134 -2.119 0.019 0.340 -0.303 -0.04
C -3.432 -5.182 -0.635 -0.450 -0.145 -0.096 -0.31
O -3.276 -6.561 -0.337 0.392 0.300 -0.122 0.15
C -2.391 -7.059 -1.237 -0.123 -0.361 -0.091 -0.56
O -1.833 -8.100 -1.126 0.129 0.027 -0.053 0.17
O -2.213 -6.205 -2.278 -0.053 0.065 0.314 0.06
F -4.698 -4.806 -0.346 0.058 -0.022 0.062 0.09
H -4.045 -5.343 -2.711 -0.100 -0.019 0.165 0.13
H -2.730 -4.185 -2.440 0.240 -0.138 -0.035 0.14
H -2.738 -4.600 -0.024 -0.090 0.027 0.075 0.17
C -8.483 8.098 0.598 0.274 0.021 -0.036 -0.06
C -8.944 6.871 1.343 -0.405 0.043 -0.172 -0.31
O -8.839 5.855 0.359 0.409 0.113 0.165 0.14
C -7.844 6.232 -0.492 0.118 0.034 -0.270 -0.56
O -7.315 5.508 -1.269 0.002 -0.040 -0.034 0.16
O -7.533 7.541 -0.328 -0.243 -0.282 0.238 0.07
F -10.236 6.973 1.737 0.052 -0.091 0.007 0.08
H -9.290 8.571 0.050 -0.151 -0.097 0.036 0.13
H -8.012 8.831 1.239 0.234 -0.007 -0.071 0.12
H -8.329 6.603 2.205 -0.103 -0.023 0.062 0.17
C -8.071 13.437 1.177 -0.138 0.343 0.013 -0.05
C -7.220 12.505 0.349 0.249 -0.093 0.274 -0.31
O -7.778 11.236 0.650 -0.259 0.179 -0.251 0.11
C -9.095 11.442 0.959 -0.291 0.090 0.147 -0.54
O -9.919 10.592 1.007 0.095 0.146 0.092 0.18
O -9.329 12.753 1.193 0.233 -0.096 -0.088 0.08
F -5.924 12.523 0.739 -0.036 -0.071 -0.038 0.08
H -7.695 13.532 2.196 0.130 -0.112 -0.037 0.15
H -8.170 14.426 0.738 -0.216 -0.061 -0.046 0.14
H -7.274 12.677 -0.727 0.125 -0.015 -0.007 0.18
C -4.712 -9.223 -5.020 -0.059 -0.232 -0.287 -0.05
C -5.107 -8.977 -3.585 0.389 -0.015 0.223 -0.30
O -5.030 -7.562 -3.484 -0.307 -0.248 -0.279 0.11
C -5.284 -7.066 -4.734 0.046 0.231 -0.137 -0.55
O -5.551 -5.935 -4.957 0.117 0.088 0.062 0.19
O -5.191 -8.040 -5.668 -0.001 -0.032 0.277 0.08
F -4.224 -9.529 -2.722 -0.062 0.077 0.037 0.08
H -3.630 -9.290 -5.138 0.019 0.030 0.178 0.15
H -5.173 -10.112 -5.442 -0.127 0.143 -0.118 0.14
H -6.116 -9.303 -3.329 0.044 -0.041 0.106 0.18
C 7.551 -5.792 -1.156 -0.154 -0.290 -0.258 -0.06
C 8.698 -5.678 -0.181 0.169 0.342 -0.186 -0.30
O 8.163 -4.816 0.813 -0.186 -0.408 0.056 0.15
C 6.820 -5.007 0.816 -0.298 0.192 0.042 -0.54
O 6.082 -4.643 1.673 0.271 0.158 -0.095 0.16
O 6.414 -5.665 -0.290 0.343 -0.043 -0.080 0.04
F 9.778 -5.090 -0.743 -0.027 0.007 0.083 0.09
H 7.550 -4.977 -1.882 0.142 0.088 0.098 0.12
H 7.532 -6.741 -1.686 -0.167 -0.055 0.140 0.14
H 9.000 -6.621 0.278 0.104 0.038 -0.001 0.18
```
Forces are in eV/Å.

Its HOMO energy is -0.3946 Ha. As for the calculated total energy: -357668.51214 eV. The charge is +1. The multiplicity is 1. Its orbital gap is 0.3144 Ha.